No. 1
15
Properties=species:S:1:pos:R:3:forces:R:3:mulliken_charge:R:1 method="wB97M-V/def2-TZVPD" gap_ev="8.086 / 7.555" relative_energy_kj_mol=492.18 multiplicity=1 mol_weight_g_mol=100.12 max_force_ev_per_a=2.0 e_homo_ev="-8.0 / -7.7"
O 2.5248 0.4639 0.1529 0.16 -0.16 0.15 -0.531
C 1.2350 0.4970 0.7143 -0.52 -0.05 0.18 0.244
C 0.1800 0.9346 -0.2736 -0.80 0.74 -0.33 -0.834
C -0.9174 -0.2612 0.0588 1.73 0.73 0.57 1.069
O -1.8690 0.0989 1.0130 -0.31 0.01 -0.15 -0.532
C -1.3195 -0.9470 -1.0834 -0.68 -0.64 -0.92 -1.109
C 0.4111 -0.7442 0.6529 0.14 -0.93 0.32 -0.821
H 3.0943 -0.0237 0.7606 0.00 0.10 -0.13 0.310
H 1.2105 1.0300 1.6720 0.05 -0.05 -0.17 0.307
H -0.3694 1.8454 -0.0268 0.21 0.06 -0.09 0.291
H 0.5444 0.9177 -1.2989 -0.08 0.00 0.13 0.334
H -2.6664 0.3410 0.5205 0.08 0.03 0.16 0.362
H -2.2025 -1.5822 -1.0799 0.11 0.10 0.01 0.337
H -0.7050 -0.9385 -1.9749 -0.05 -0.02 0.16 0.288
H 0.8491 -1.6316 0.1925 -0.04 0.09 0.10 0.285


No. 2
83
Properties=species:S:1:pos:R:3:forces:R:3:mulliken_spin:R:1 method="wB97M-V/def2-TZVPD" gap_ev="6.075 / 4.421" relative_energy_kj_mol=346.64 multiplicity=5 total_charge=+1 s2=6.071 mol_weight_g_mol=913.85 max_force_ev_per_a=6.3 e_homo_ev="-10.9 / -11.4"
Pt 8.7548 13.6725 12.3123 0.39 0.75 1.58 1.674
O 5.2413 16.0424 12.6511 -1.77 0.11 -0.22 0.024
C 6.3211 15.5374 12.6808 2.30 1.96 1.22 -0.004
O 6.7749 14.5456 12.0393 -0.28 -1.79 -1.14 0.224
C 7.4477 16.2667 13.4664 0.64 -1.65 -1.11 0.004
C 7.2837 17.4663 14.1329 -0.87 0.52 0.42 0.011
C 8.3630 17.9385 14.8682 1.38 -1.62 -0.71 -0.008
C 9.6140 17.2156 14.7460 -1.35 0.76 1.52 0.010
C 9.7169 16.0611 14.0019 -1.35 0.53 -0.99 -0.006
N 8.6405 15.6013 13.3554 -1.60 1.51 0.79 0.158
C 10.9872 15.3662 13.6478 1.63 0.42 1.07 0.015
O 12.0354 15.7272 14.1827 -0.97 -0.44 -0.57 0.026
O 10.8727 14.4663 12.7397 -0.45 -0.79 -0.82 0.265
H 6.2823 18.0078 14.1580 1.43 -1.09 -0.18 0.001
H 8.1723 18.7836 15.5131 0.64 0.13 0.06 0.000
H 10.4669 17.3905 15.3838 0.17 0.64 -0.15 0.002
S 13.4528 8.0959 11.2185 -0.31 0.13 0.52 -0.042
C 13.5864 7.3065 12.7513 -1.39 0.57 -0.01 0.307
C 12.8180 7.9836 13.7579 1.72 -2.26 -1.48 0.015
C 12.2108 9.0630 13.2370 -2.35 1.28 0.74 0.059
C 12.3114 9.3327 11.8634 3.32 -3.48 1.70 0.273
C 11.7830 10.3852 11.2201 -2.70 2.67 0.59 0.090
C 10.7073 11.1133 11.8796 0.02 0.72 -2.79 0.018
N 10.0229 12.0636 11.2744 0.65 0.37 -0.44 0.121
C 10.3561 12.4699 10.0190 2.90 -1.64 -0.38 0.137
C 11.4786 11.7715 9.2639 -4.16 1.78 4.38 0.002
C 11.7597 12.2444 8.0117 3.79 -2.78 -1.67 0.018
C 11.2103 13.2597 7.3904 -2.02 1.95 -0.98 -0.024
C 10.1006 13.9534 8.1271 1.90 0.85 -2.74 0.038
C 9.4415 15.0497 7.5363 -1.22 -0.31 1.52 -0.027
C 8.5413 15.7715 8.2966 0.32 0.38 1.60 0.055
C 8.3653 15.5018 9.7014 1.38 -3.14 -1.03 -0.027
N 8.9324 14.3500 10.1917 -1.18 2.96 -0.32 0.191
C 9.8170 13.6456 9.4415 -1.27 -0.46 0.71 -0.001
C 7.8711 16.9439 7.8043 -0.80 1.54 -1.01 -0.002
C 6.6821 17.4777 8.2419 1.13 0.20 -0.17 0.021
C 6.3305 18.7340 7.6832 -0.34 0.13 -0.07 -0.005
C 7.2225 19.1528 6.7241 0.51 -2.19 1.07 0.024
S 8.4895 18.0003 6.6083 0.82 0.07 -0.69 0.001
C 12.1395 10.8109 9.9732 1.34 -0.98 -2.09 0.014
H 13.9711 6.2772 12.8478 0.17 0.87 -0.20 0.009
H 12.6710 7.4894 14.7009 0.00 0.50 0.41 0.006
H 11.4899 9.6361 13.8009 0.09 0.13 0.37 0.014
H 10.2996 10.8872 12.7944 -0.54 -0.85 2.37 0.039
H 12.5913 11.5608 7.6826 -0.62 1.40 -0.99 -0.001
H 11.5078 13.6085 6.3498 -0.51 -0.54 1.62 0.000
H 9.3880 15.3732 6.5284 1.01 -0.38 -1.11 -0.001
H 7.7064 16.1647 10.2620 0.41 -0.65 0.45 -0.004
H 6.2372 16.8958 8.9902 -1.52 -0.10 1.00 0.002
H 5.4591 19.3021 7.9971 0.13 -0.18 -0.19 0.000
H 7.3191 19.9497 6.0408 -0.42 1.01 -0.26 0.001
H 12.9914 10.2662 9.5391 -0.31 0.47 -0.23 -0.007
C 5.0318 11.7406 12.6539 -1.45 0.28 -0.04 -0.004
C 6.3025 11.2016 12.0789 0.32 -2.03 2.34 -0.030
C 6.4526 11.5977 10.6684 0.63 1.53 -0.47 0.001
C 6.3797 9.6484 12.2438 0.79 0.79 -0.50 0.003
O 7.4161 11.8179 12.8548 -0.17 0.72 -0.49 0.133
P 8.0565 11.6062 14.3734 -0.36 1.77 -0.16 0.024
O 8.5933 10.2755 14.3837 1.46 -2.79 -0.05 0.013
O 8.9643 12.8153 14.4696 0.63 0.63 -1.41 0.151
O 7.0003 11.7893 15.4804 -1.60 -0.02 1.13 0.008
C 6.6925 12.8473 16.4695 -2.44 -1.31 0.10 0.006
C 6.7084 14.1767 15.8513 -0.32 1.47 -0.24 -0.018
C 7.5824 12.7984 17.6526 0.79 -0.49 0.42 -0.002
C 5.2217 12.5799 16.8993 0.79 -2.33 -2.29 0.000
H 4.1634 11.4064 12.0371 0.63 0.49 0.13 -0.001
H 5.1348 12.8327 12.6435 -0.49 -0.20 0.02 0.002
H 4.7504 11.4003 13.6600 0.67 0.03 -0.11 0.000
H 5.6771 11.1949 10.0715 -0.63 -1.04 -0.61 -0.001
H 7.4387 11.3634 10.2696 -0.02 -0.15 -0.11 0.001
H 6.2488 12.6659 10.5617 0.45 0.19 0.16 -0.001
H 5.5908 9.2546 11.5972 -0.13 -0.27 0.53 0.000
H 6.3945 9.2989 13.2873 -0.52 0.26 -0.43 0.000
H 7.3260 9.2881 11.8213 -0.05 0.12 -0.02 0.000
H 7.7178 14.3896 15.5209 -0.05 0.49 -0.12 0.002
H 6.3193 14.9154 16.5759 0.60 -0.20 -0.10 0.000
H 5.9663 14.2370 15.0601 0.19 -0.13 -0.52 0.002
H 8.5585 13.1215 17.3035 0.36 0.27 0.39 0.000
H 7.7156 11.7743 18.0478 -0.37 0.54 0.00 0.000
H 7.1485 13.4982 18.3984 0.60 -0.56 -0.26 0.000
H 4.5735 12.7355 16.0364 -0.04 -0.01 -0.08 0.000
H 4.8932 13.2043 17.6428 -0.49 1.74 1.91 0.000
H 5.0416 11.5471 17.2302 0.35 0.20 -0.06 0.000


No. 3
23
Properties=species:S:1:pos:R:3:forces:R:3:mulliken_charge:R:1 method="wB97M-V/def2-TZVPD" gap_ev=7.741 relative_energy_kj_mol=243.45 multiplicity=1 total_charge=+1 mol_weight_g_mol=179.27 max_force_ev_per_a=4.2 e_homo_ev=-12.5
C 1.7150 2.0152 -3.1521 1.08 1.29 0.61 -0.181
C 1.8398 2.5043 -1.7760 0.72 -1.01 -1.55 -0.539
C 0.9852 0.8368 -3.3805 -1.73 0.33 0.45 -0.514
C 1.5345 1.6040 -0.7275 0.10 2.45 -1.90 -0.564
C 0.2498 0.2919 -2.2905 1.85 -0.10 -0.34 -0.514
C 0.6567 0.5933 -0.9608 -0.21 -1.48 -1.10 1.053
C -1.8505 -2.1282 1.7323 -0.82 4.13 0.37 -0.130
C 0.3448 -0.1244 0.2520 -2.75 -1.81 0.98 -0.203
C -1.1927 -1.3896 3.8542 -0.42 0.16 1.57 -0.160
N -2.0345 -1.3324 2.7880 -0.56 -0.17 -0.79 -0.045
N -0.5410 -1.0708 0.4530 0.84 0.06 -0.81 -0.440
S -1.3551 -0.6242 5.2305 -0.23 0.87 0.42 -0.191
H 2.2528 2.5495 -4.0638 -1.40 -0.97 2.26 0.286
H 2.2481 3.5057 -1.5585 0.12 -0.84 -0.25 0.368
H 0.7669 0.4812 -4.4221 0.41 0.35 1.22 0.330
H 1.8383 1.7352 0.2752 0.46 0.71 0.81 0.374
H -0.4504 -0.4905 -2.4939 -0.35 -0.37 -0.02 0.310
H -2.5734 -2.1300 0.9511 -0.48 -0.01 -0.29 0.324
H -0.4819 -2.1259 3.7824 1.93 -1.74 -0.51 0.304
H -2.6552 -0.5279 2.9066 -0.44 -0.51 -0.95 0.313
H -1.1830 -2.8911 1.8155 1.62 -2.10 0.40 0.315
H -0.8831 -1.4748 -0.4041 -0.24 0.21 -0.66 0.164
H 0.7687 0.1928 1.1892 0.52 0.56 0.07 0.340


No. 4
23
Properties=species:S:1:pos:R:3:forces:R:3:mulliken_charge:R:1 method="wB97M-V/def2-TZVPD" gap_ev=9.634 relative_energy_kj_mol=93.36 multiplicity=1 total_charge=+1 mol_weight_g_mol=131.15 max_force_ev_per_a=1.5 e_homo_ev=-12.4
C 1.3948 -1.7658 -0.3191 -0.25 -0.94 0.40 -0.017
C 0.0755 -1.8772 -0.5279 0.32 0.94 -0.61 -0.458
N -0.4992 -0.8909 -1.4837 -0.17 -0.11 1.50 -0.046
N 2.1749 -2.6780 0.3446 -0.34 0.72 -0.06 -0.432
H 1.9283 -0.9190 -0.7322 0.10 -0.02 -0.13 0.322
H -0.6404 -2.5627 -0.1100 0.16 -0.26 -0.03 0.353
H -1.3635 -0.4625 -1.0853 0.04 -0.21 -0.51 0.303
H 0.1144 -0.0625 -1.5452 0.09 -0.02 -0.64 0.210
H -0.6778 -1.3249 -2.3813 -0.04 0.26 -0.30 0.384
H 1.6918 -3.4198 0.8388 0.37 0.21 0.02 0.228
H 2.9955 -2.2744 0.7751 -0.07 -0.47 0.09 0.247
H 0.5128 2.7225 1.4323 0.35 -0.45 0.87 0.306
H 1.4203 1.8589 2.4339 -0.35 0.30 0.23 0.293
O 1.2132 2.0541 1.5205 -0.06 0.15 -1.28 -0.650
H -2.0025 1.1875 3.1365 -0.30 -0.22 0.57 0.302
H -1.9911 0.4930 1.7427 0.16 0.47 0.70 0.316
O -1.7469 1.3040 2.2291 0.06 -0.28 -1.33 -0.595
H -2.6607 1.4525 -0.1868 0.02 -0.24 -0.24 0.321
H -3.5392 0.4619 -1.0127 0.72 0.30 0.21 0.310
O -2.6117 0.6951 -0.7958 -0.96 0.04 0.21 -0.670
H 0.9059 2.5377 -1.7485 -0.02 0.40 -0.65 0.292
H 1.0126 1.7044 -0.5387 0.40 -0.16 1.36 0.347
O 0.8418 1.6288 -1.4685 -0.22 -0.42 -0.38 -0.667